1.
Density functional theory data (ωB97M-V/def2-TZVPD) for a cluster of 12 separate species, C36H60F8O40P4 in total.

The geometry in XYZ format:
```
148
Properties=species:S:1:pos:R:3:forces:R:3
C 10.682147 -16.101941 18.848755 -0.1 0.6 0.7
C 9.880779 -14.998552 19.565381 0.1 -0.8 -0.5
O 8.965844 -15.710797 20.365472 0.2 0.2 0.2
C 8.942152 -17.034436 19.988840 -0.5 0.6 0.6
O 8.211400 -17.872159 20.415777 0.1 0.4 0.0
O 9.866964 -17.222036 19.086605 0.8 -1.7 -1.4
F 9.163031 -14.295023 18.625601 0.1 0.2 0.2
H 11.653947 -16.281912 19.311892 0.0 0.1 -0.1
H 10.787723 -15.910453 17.783623 -0.1 0.0 0.0
H 10.505025 -14.335202 20.158971 -0.4 0.2 0.1
C 12.711690 -23.521227 18.029138 -1.6 0.2 -0.7
C 12.729725 -22.629255 16.795762 0.5 -1.1 1.1
O 14.123242 -22.367810 16.741054 0.2 0.5 -0.9
C 14.809649 -23.431378 17.267921 -0.9 0.6 0.6
O 15.979314 -23.548123 17.178966 0.3 -0.4 -0.1
O 13.935857 -24.218846 17.947329 0.8 0.0 -0.1
F 12.022564 -21.499102 17.019917 0.3 0.2 -0.3
H 11.859147 -24.191943 17.931167 0.2 -0.3 0.5
H 12.614252 -22.878875 18.905665 0.2 -0.3 0.2
H 12.394161 -23.151751 15.898533 0.0 0.5 -0.3
C 9.644424 -13.501144 14.705111 -1.2 1.4 0.3
C 10.249485 -12.116745 14.927771 0.0 0.2 -0.4
O 11.565173 -12.423758 15.292534 -0.1 1.4 0.1
C 11.623435 -13.657235 15.799306 0.0 -0.4 -0.5
O 12.520538 -14.073384 16.446954 -0.1 -0.5 0.3
O 10.540197 -14.357546 15.375943 0.2 -0.7 0.1
F 9.624190 -11.421020 15.929143 0.1 -0.3 0.3
H 9.460647 -13.645784 13.639044 0.6 -0.7 0.0
H 8.661801 -13.533740 15.180851 0.1 -0.2 0.1
H 10.233564 -11.426500 14.085419 0.3 -0.3 -0.2
C 15.499483 -15.209620 17.325925 -0.3 -0.5 0.4
C 15.147897 -14.573660 18.680390 0.6 -0.2 -1.1
O 16.437549 -14.279640 19.228977 -2.0 0.3 0.2
C 17.336535 -15.064388 18.619176 1.9 0.0 -0.5
O 18.499797 -15.098649 18.877775 -0.4 0.0 0.4
O 16.790408 -15.731004 17.608230 0.3 -0.1 -0.7
F 14.524580 -15.513207 19.453222 -0.1 -0.1 0.6
H 15.478150 -14.527125 16.474057 0.3 0.2 0.3
H 14.930084 -16.100082 17.068269 -0.6 0.3 0.2
H 14.494475 -13.710674 18.609634 0.3 0.3 0.3
C 9.788109 -20.670361 19.195168 -0.9 0.7 -1.3
C 8.419463 -20.675139 18.523162 -0.1 -0.9 0.8
O 7.911880 -21.952988 18.939702 -1.1 1.6 -0.4
C 8.917415 -22.741244 19.292733 0.7 -1.1 -0.1
O 8.819309 -23.912365 19.493961 0.1 0.3 0.1
O 10.073435 -22.048937 19.315480 0.4 -0.1 0.5
F 8.480868 -20.716470 17.161101 0.2 0.2 -0.3
H 9.670042 -20.132201 20.133762 0.5 -0.3 0.2
H 10.463639 -20.187202 18.491447 0.4 0.0 0.4
H 7.776142 -19.849761 18.817732 -0.2 -0.2 0.1
C 13.874042 -18.918565 18.717796 0.9 -0.9 -0.4
C 15.004411 -19.862837 19.136990 -0.1 0.4 -0.6
O 14.368456 -20.765541 19.993041 0.9 -0.9 0.1
C 13.129263 -20.388555 20.291261 -0.7 1.0 0.3
O 12.370634 -20.963363 21.002692 0.2 0.0 -0.2
O 12.867032 -19.200295 19.684998 -0.5 0.2 -0.3
F 15.999362 -19.185695 19.783815 -0.1 -0.3 0.2
H 13.612760 -19.190934 17.696970 -0.7 -0.1 0.2
H 14.190001 -17.884220 18.686209 -0.1 0.2 0.5
H 15.438391 -20.443185 18.322829 0.2 0.2 0.1
C 4.924702 -15.717342 17.115204 -0.4 0.2 -0.6
C 5.348787 -15.126701 15.773924 -0.2 -0.4 -0.6
O 6.414687 -15.976686 15.411822 0.3 0.1 -0.3
C 6.941891 -16.528935 16.522327 -0.6 0.8 0.8
O 7.958261 -17.134776 16.587090 0.3 -0.3 -0.2
O 6.155672 -16.234243 17.580663 0.6 -0.4 0.4
F 5.839405 -13.850847 15.927721 0.1 0.0 0.2
H 4.234099 -16.558990 17.026545 -0.1 0.2 -0.3
H 4.493358 -14.972273 17.778606 0.4 0.0 0.2
H 4.690038 -15.102645 14.908543 -0.3 -0.2 0.3
C 10.412546 -17.502799 14.803386 1.1 -0.3 -0.6
C 10.444978 -18.851958 15.459067 -1.6 0.3 0.7
O 11.598864 -18.811214 16.238413 0.3 0.3 0.2
C 12.495170 -17.997481 15.583799 -0.2 -1.2 -0.3
O 13.676127 -18.091961 15.714714 -0.2 0.7 0.1
O 11.837959 -17.234668 14.710081 0.1 0.7 -0.4
F 10.567700 -19.894545 14.592290 -0.2 0.3 -0.1
H 9.947824 -16.727268 15.401576 -0.1 -0.2 0.1
H 9.979952 -17.567987 13.807848 0.1 0.1 0.0
H 9.518752 -18.937196 16.031694 0.5 -0.6 0.4
C 8.609353 -16.303290 11.359407 0.3 1.0 0.9
O 7.366549 -16.454676 12.063379 -0.5 0.5 0.0
P 6.262442 -15.319657 12.062441 -0.2 -0.6 -0.7
O 4.987643 -15.712873 12.692570 0.8 0.5 -0.4
O 7.015381 -14.084417 12.735999 0.2 -0.5 0.1
C 6.415313 -12.807464 12.787020 0.0 1.5 -0.3
O 6.190673 -14.929140 10.493879 -0.2 0.0 1.2
C 4.933603 -14.496321 9.950253 -0.3 0.0 -0.2
H 8.728274 -15.306405 10.928910 -0.5 -0.2 -0.5
H 8.710675 -17.097060 10.629808 0.1 0.0 0.0
H 9.374998 -16.277522 12.136847 0.2 -0.7 -0.2
H 6.532061 -12.336390 13.763995 -0.2 -0.6 0.3
H 5.365595 -12.787128 12.493648 -0.1 -0.3 0.2
H 6.926500 -12.098815 12.125616 0.1 -0.4 -0.3
H 4.228352 -14.136145 10.699991 0.2 -0.1 0.2
H 4.477845 -15.346857 9.446249 0.0 0.2 -0.2
H 5.137158 -13.675358 9.265679 0.0 -0.2 -0.1
C 14.923193 -11.617839 12.196455 -0.1 0.9 -0.9
O 16.036153 -12.445722 12.473830 0.2 -0.9 0.9
P 15.817776 -13.636221 13.550452 1.1 1.6 -0.5
O 15.101052 -13.203593 14.758248 0.4 -0.5 -0.3
O 17.318291 -14.159781 13.734704 -1.6 -0.1 -0.1
C 17.868807 -15.115424 12.827429 1.1 -0.4 -0.7
O 15.087646 -14.715940 12.659502 -0.5 -0.3 0.3
C 13.893391 -15.319764 13.111671 -1.7 -1.4 0.0
H 14.950060 -10.674878 12.746914 0.0 -0.4 0.5
H 13.964615 -12.121513 12.324291 0.0 0.0 0.1
H 15.027046 -11.290453 11.158326 -0.1 -0.4 -0.1
H 17.220249 -15.550796 12.067086 -0.6 0.4 0.3
H 18.285093 -15.965638 13.364291 0.0 0.2 0.4
H 18.665413 -14.621612 12.271756 0.1 0.0 0.2
H 13.526806 -15.087955 14.111463 0.7 0.5 0.1
H 13.941873 -16.410622 13.099123 0.7 0.0 0.0
H 13.047039 -15.121855 12.447004 0.3 0.5 -0.3
C 15.209044 -22.094636 13.591337 1.1 1.0 0.4
O 14.422907 -22.058700 12.398456 -1.1 -0.6 0.2
P 12.829474 -22.250621 12.502075 0.4 0.0 -0.6
O 12.353331 -23.266707 13.445979 0.0 0.4 0.1
O 12.474720 -22.528060 10.969225 -0.1 0.5 0.7
C 11.919300 -23.764328 10.525343 0.0 -0.3 -0.5
O 12.250900 -20.789106 12.763631 0.7 -0.8 -0.3
C 12.718974 -19.691918 11.951759 -1.1 0.0 0.1
H 14.957525 -22.801364 14.377816 -0.5 -0.3 -0.5
H 15.217568 -21.106441 14.060366 -0.2 0.0 0.0
H 16.236715 -22.271055 13.279885 -0.1 -0.2 -0.1
H 11.149778 -23.562350 9.779207 0.0 0.3 0.1
H 11.457537 -24.336202 11.328144 0.3 0.0 0.1
H 12.716830 -24.309428 10.020522 -0.1 -0.3 0.2
H 11.845039 -19.354245 11.388492 0.1 0.1 0.0
H 13.472644 -19.971810 11.220231 0.3 0.0 0.3
H 13.005911 -18.919546 12.662725 0.4 0.1 -0.3
C 8.979832 -21.690075 11.563283 1.5 0.6 -0.5
O 8.539339 -21.412759 12.879656 -0.6 -0.3 0.3
P 7.401476 -22.321779 13.535157 -0.2 -0.7 -0.2
O 6.314195 -22.668065 12.603980 0.7 0.1 0.6
O 8.179403 -23.575078 14.146731 -0.6 0.9 -0.4
C 9.208560 -23.336544 15.118208 0.6 -1.3 0.1
O 7.015381 -21.482290 14.829493 0.0 -0.2 -0.4
C 6.480178 -20.178242 14.648443 -0.1 0.9 0.2
H 8.316830 -22.210496 10.874366 -0.6 0.2 0.4
H 9.915152 -22.259751 11.578508 -0.2 -0.1 0.3
H 9.274741 -20.705261 11.192106 -0.2 -0.2 -0.4
H 8.804906 -23.634712 16.086674 0.0 0.7 0.1
H 9.678983 -22.357719 15.048518 -0.4 0.2 0.2
H 10.001376 -24.062040 14.914524 -0.1 0.1 -0.2
H 5.706199 -19.964490 15.385670 0.0 -0.5 0.1
H 6.027773 -20.006327 13.671473 0.2 -0.3 -0.1
H 7.267714 -19.441113 14.816938 0.1 0.0 -0.2
```
Forces are in eV/Å.

Calculated values
Lowest unoccupied orbital energy = -0.48 eV
Energy relative to the best compared isomer or geometry (same formula, charge and spin) = 28.5 kcal/mol
Orbital gap = 10.0 eV
SMILES = O=C1OC[C@@H](F)O1.O=C1OC[C@@H](F)O1.O=C1OC[C@@H](F)O1.O=C1OC[C@@H](F)O1.O=C1OC[C@@H](F)O1.O=C1OC[C@@H](F)O1.O=C1OC[C@@H](F)O1.O=C1OC[C@@H](F)O1.COP(=O)(OC)OC.COP(=O)(OC)OC.COP(=O)(OC)OC.COP(=O)(OC)OC



2.
Density functional theory data (ωB97M-V/def2-TZVPD) for a structure of composition C3H34NO13.

The geometry in XYZ format:
```
51
Properties=species:S:1:pos:R:3:forces:R:3
C 1.583997 2.310440 -0.115152 -0.4 -1.0 0.6
C 1.506011 1.874584 -1.589045 0.6 1.3 0.4
C 2.929187 1.781232 -2.069226 1.4 -1.6 -2.5
O 0.771794 0.684853 -1.636729 -0.2 -0.1 -1.3
N 0.384252 1.831785 0.655452 -1.9 -1.1 -8.0
H 2.423717 1.774059 0.337330 -0.1 0.0 0.0
H 1.812535 3.359500 0.070778 -0.5 0.1 -0.2
H 1.026573 2.659651 -2.196322 -0.3 -0.4 0.3
H 3.497343 2.706558 -2.206070 -0.3 0.0 0.8
H 3.075834 1.334935 -3.083025 -1.1 0.6 -0.1
H 3.517736 0.971034 -1.636291 0.1 0.5 1.3
H 1.360469 -0.089492 -1.525180 0.0 0.1 0.5
H 0.432458 0.823879 0.770496 0.0 0.1 0.1
H -0.542699 2.020900 0.250773 0.5 -0.3 -0.9
H 0.344660 2.321561 1.552894 -0.6 0.6 -1.7
H -2.947273 2.927217 -1.511199 0.1 0.5 0.6
H -2.765807 1.502639 -1.324043 0.6 0.0 0.8
O -2.681088 2.332075 -0.791842 -0.5 -0.2 -1.5
H 0.042542 -1.184698 -4.513821 -0.3 -0.2 -0.2
H 0.277222 -0.024820 -3.589989 -0.5 0.1 -0.1
O -0.433751 -0.444660 -4.122153 1.1 0.2 0.4
H 1.721980 -2.004014 1.897313 0.6 -0.4 0.3
H 3.344297 -1.809684 1.946298 -0.7 -0.2 0.3
O 2.477333 -1.382731 1.859794 0.2 0.4 -0.2
H -0.897139 -3.168140 -0.584234 -0.4 -0.1 -0.5
H -0.666567 -4.684823 -0.926496 -0.1 0.2 0.0
O -0.220512 -3.875937 -0.646493 0.2 0.1 0.4
H -1.551948 -0.202465 -2.844596 -0.2 0.2 0.2
H -3.041057 -0.010121 -2.980886 0.0 -0.1 0.4
O -2.347170 0.033285 -2.302191 -0.1 0.0 -0.9
H 2.387656 -1.508463 0.143700 -0.3 0.5 -0.2
H 1.741343 -2.276689 -1.024768 -0.2 -0.2 -0.2
O 1.974623 -1.389383 -0.740737 0.4 -0.6 0.0
H -1.352678 -0.280477 3.239789 0.4 1.1 0.2
H -1.772680 1.218623 3.059796 0.1 0.0 0.2
O -1.074419 0.655748 3.413490 1.4 -1.0 2.3
H -2.481097 0.543572 1.556172 -0.1 0.8 -0.4
H -2.712335 2.104288 1.237961 -0.7 -0.2 -0.7
O -2.118166 1.448349 1.600326 -0.8 0.1 -0.9
H 0.671722 -4.085106 2.422479 0.0 -0.5 0.1
H -0.072218 -3.550312 1.122917 0.9 -0.4 0.5
O 0.350802 -3.299225 1.991362 -0.7 0.9 -0.8
H 0.280780 1.704593 3.125679 -0.4 -0.3 -0.1
H 1.516034 2.671630 3.068294 0.0 0.4 0.1
O 0.785578 2.330724 2.541936 3.1 1.3 10.3
H -2.168803 -1.215307 -1.156948 -0.4 -0.6 0.1
H -2.679055 -1.687925 0.214329 0.0 -0.1 0.4
O -2.290578 -2.022017 -0.594701 0.4 0.3 -0.3
H -1.060153 -2.110464 2.286342 -0.6 0.1 0.3
H -2.487291 -2.062959 2.949188 0.2 -0.1 -0.1
O -1.874018 -1.557815 2.397233 0.0 -0.8 -0.3
```
Forces are in eV/Å.

Calculated values
Lowest unoccupied orbital energy = -2.34 eV
Energy relative to the best compared isomer or geometry (same formula, charge and spin) = 40.0 kcal/mol
Orbital gap = 10.9 eV
Net charge = +1



3.
Density functional theory data (ωB97M-V/def2-TZVPD) for a structure of composition C23H16AlAsO6.

The geometry in XYZ format:
```
47
Properties=species:S:1:pos:R:3:forces:R:3
O 4.172563 -1.163309 -0.589542 1.3 -1.2 -0.4
C 4.991180 -1.934497 -0.802833 -1.4 1.2 0.4
Al 1.999571 2.069801 -0.585564 1.1 -2.8 1.0
C 0.830674 3.626295 -1.389689 -4.1 3.5 -1.7
O 0.056028 4.360624 -1.827159 3.7 -3.3 1.9
C 3.934882 1.684696 -3.192497 7.0 4.1 -3.4
O 4.829005 2.282138 -3.675250 -5.3 -3.6 2.8
C 2.779419 1.347892 -2.396675 -4.0 -3.1 -1.1
O 2.033563 0.446090 -2.865084 2.3 2.6 1.2
C 2.939879 2.298113 1.161411 -0.6 0.5 -2.9
O 3.835204 2.100056 1.906596 -1.0 0.3 0.3
H 1.828798 2.721450 1.289348 0.4 0.1 2.6
O 1.063894 0.643422 -0.095732 0.7 1.9 -0.9
As -0.423139 -0.196553 0.193124 0.8 -0.1 0.2
C -0.008373 -1.961057 -0.410597 -0.3 -0.4 0.3
C 0.610521 -2.182103 -1.641233 0.0 0.0 -0.2
C 0.857061 -3.489162 -2.061474 0.0 0.1 0.1
C 0.512956 -4.568897 -1.243155 -0.1 0.2 0.1
C -0.080651 -4.342960 0.004496 0.0 0.2 -0.1
C -0.342962 -3.036008 0.427564 0.0 0.0 -0.2
C -0.520625 -0.098304 2.098980 -0.9 0.1 0.2
C -1.786407 -0.033189 2.699778 0.2 0.0 0.2
C -1.880841 0.061266 4.091881 0.1 0.0 -0.1
C -0.718345 0.102955 4.871249 0.0 0.0 -0.3
C 0.539032 0.037831 4.261542 -0.1 -0.1 -0.3
C 0.643804 -0.073922 2.872210 0.0 0.1 0.0
C -1.728789 0.793148 -0.806051 -0.1 -0.2 0.1
C -2.047458 0.385421 -2.105899 -0.1 0.1 0.0
C -3.000792 1.106112 -2.833314 0.1 0.0 0.1
C -3.634136 2.213588 -2.257817 0.1 -0.1 0.1
C -3.309121 2.610980 -0.956635 0.2 -0.1 0.1
C -2.341191 1.910104 -0.228919 -0.1 0.1 -0.1
H 0.902130 -1.336179 -2.266291 -0.2 -0.4 0.2
H 1.305314 -3.659726 -3.041503 -0.1 0.0 0.3
H 0.700591 -5.586867 -1.586390 -0.1 0.3 0.1
H -0.355005 -5.181635 0.644166 0.1 0.2 -0.2
H -0.809056 -2.846583 1.394889 0.1 -0.1 -0.2
H -2.684602 -0.060290 2.080672 0.1 0.0 0.3
H -2.864260 0.098163 4.560968 0.3 0.0 -0.1
H -0.788212 0.182429 5.956446 0.0 0.0 -0.3
H 1.449507 0.065936 4.861257 -0.3 0.0 -0.1
H 1.619525 -0.126018 2.387287 -0.2 0.0 0.2
H -1.564034 -0.494303 -2.533091 -0.2 0.2 0.0
H -3.263523 0.783946 -3.841542 0.1 0.1 0.3
H -4.392152 2.762756 -2.819747 0.2 -0.2 0.2
H -3.818258 3.457439 -0.493558 0.2 -0.2 -0.2
H -2.073171 2.218915 0.783375 -0.2 -0.1 -0.2
```
Forces are in eV/Å.

Calculated values
Lowest unoccupied orbital energy (spin up / spin down) = -9.75 / -9.74 eV
Orbital gap (spin up / spin down) = 4.8 / 4.9 eV
Net charge = +2